No. 1
A cluster of 2 separate species, C2H5S in total, computed with ωB97M-V with the def2-TZVPD basis set.

Geometry as XYZ:
```
8
Properties=species:S:1:pos:R:3:forces:R:3:lowdin_charge:R:1
S -1.874 2.430 -0.206 0.081 0.005 0.007 0.3298
C -0.114 -0.707 0.449 0.807 -0.509 -0.058 -0.0913
C 0.792 -0.944 -0.494 0.591 0.297 0.745 -0.0744
H 1.484 -0.154 -0.770 -0.357 0.096 -0.528 0.0451
H 1.075 -1.936 -0.823 -0.285 -0.050 -0.040 0.0445
H -0.556 2.562 0.030 -0.085 0.025 -0.035 -0.2996
H -0.244 0.290 0.842 -0.183 -0.002 0.088 -0.0022
H -0.563 -1.541 0.971 -0.569 0.138 -0.179 0.0482
```
Forces are in eV/Å.

The calculation puts the frontier orbital gap (alpha / beta) at 11.16 / 7.23 eV. The spin multiplicity is 2. The relative energy (zero: lowest compared OMol25 entry of this formula, charge and spin) comes out at 120.4 kJ/mol. The HOMO energy (alpha / beta) is -10.14 / -9.68 eV. For the total energy, the calculation gives -12987.7100 eV.

No. 2
A cluster of 2 separate species, C8H12N4 in total at a distorted geometry, computed with ωB97M-V with the def2-TZVPD basis set.

Geometry as XYZ:
```
24
Properties=species:S:1:pos:R:3:forces:R:3:lowdin_charge:R:1
N 1.250 1.366 2.719 0.307 1.072 0.996 0.0639
N 2.067 -0.636 2.297 -1.461 3.973 1.992 0.0489
N -1.264 -0.802 -1.523 -0.101 0.950 -0.472 0.0955
N 0.778 -0.573 -2.495 -3.433 0.550 0.003 0.0648
C -1.409 -0.115 -2.727 0.403 -0.276 -0.221 -0.3621
C 0.012 -0.925 -1.417 2.026 -1.429 2.752 -0.2497
C -2.785 0.343 -3.215 1.141 -1.165 -0.464 -0.0540
C 0.198 0.524 2.553 1.657 -1.962 -0.520 -0.3531
C 0.740 -0.779 2.294 -1.701 3.883 0.456 -0.0942
C 2.370 0.682 2.679 0.029 -0.794 -1.933 -0.1720
C -0.169 0.048 -3.314 -1.887 1.298 -1.552 -0.0903
C -1.270 0.812 2.487 -1.906 -0.979 -1.953 -0.0697
H 3.441 1.048 2.595 -1.756 -0.376 0.405 0.1309
H -1.866 0.672 3.423 0.802 0.416 -0.506 0.0685
H -2.797 0.017 -4.308 -0.545 0.971 1.294 0.0885
H -3.535 -0.257 -2.645 0.428 0.758 -0.526 0.0765
H 0.109 -1.581 2.128 -0.308 -1.952 -0.470 0.0918
H 1.686 -0.292 -2.322 2.046 0.603 -0.151 0.1094
H -2.873 1.439 -3.032 -0.311 -0.882 -0.443 0.0781
H -1.598 -0.091 1.811 -0.011 1.802 1.127 0.0889
H -0.121 0.658 -4.267 0.986 -1.225 1.293 0.1316
H 2.745 -1.237 2.103 3.085 -3.447 -0.844 0.0817
H -1.664 1.762 1.922 1.265 -1.669 1.217 0.1054
H 0.537 -1.174 -0.442 -0.756 -0.123 -1.478 0.1208
```
Forces are in eV/Å.

The calculation puts the frontier orbital gap at 8.99 eV. The relative energy (zero: lowest compared OMol25 entry of this formula, charge and spin) comes out at 218.8 kJ/mol. The HOMO energy is -8.34 eV. For the total energy, the calculation gives -14449.2842 eV. The SMILES is Cc1c[nH]cn1.Cc1c[nH]cn1.

No. 3
A cluster of 2 separate species, C16H36BrClFN3O4 in total at a distorted geometry, computed with ωB97M-V with the def2-TZVPD basis set.

Geometry as XYZ:
```
62
Properties=species:S:1:pos:R:3:forces:R:3:lowdin_charge:R:1
Br -2.229 1.208 4.822 0.256 0.117 -0.032 0.7422
Cl -0.473 4.287 -0.281 0.017 0.016 0.075 0.7112
F 1.273 -1.537 1.008 -0.107 0.116 0.130 -0.0750
O 2.293 1.514 3.690 0.026 -0.218 0.312 -0.0736
O 3.429 -4.755 -3.805 -0.132 0.033 0.079 -0.1914
O 1.283 -3.008 -2.788 0.033 -0.216 -0.009 -0.1973
O -1.301 2.088 -1.227 -0.522 0.220 0.131 -0.1717
N -1.195 0.026 -3.206 0.042 0.017 0.046 0.0108
N 0.741 1.296 0.179 0.025 0.033 0.182 0.1229
N -1.094 0.682 1.512 -0.621 0.487 -0.065 -0.0939
C -0.342 1.835 1.019 1.112 0.082 -0.176 -0.4619
C -2.466 0.881 1.923 0.319 -0.272 0.815 -0.2442
C 2.355 -2.572 -3.604 -0.194 0.099 -0.018 -0.2089
C -2.449 1.287 -1.472 0.316 -0.569 -0.071 -0.2072
C -0.327 -0.259 2.315 0.371 -0.883 -0.949 -0.1637
C -2.370 0.849 -2.919 0.650 -0.225 0.112 -0.2495
C -2.796 1.843 3.072 -1.069 0.199 -0.674 -0.7207
C 2.530 -5.836 -3.631 0.069 -0.020 -0.039 -0.1137
C -0.016 -1.547 1.541 -0.346 0.093 0.184 -0.1604
C 1.605 3.293 2.105 0.178 -0.175 0.580 -0.1865
C -4.317 2.025 3.125 0.559 -0.568 0.196 -0.1502
C 2.720 2.386 2.661 -0.035 0.620 -0.054 -0.2537
C 1.680 -3.393 -1.478 -0.038 -0.019 -0.125 -0.1014
C -1.216 2.666 0.025 0.310 -0.103 -0.085 -0.6148
C 0.192 2.725 2.200 -0.485 0.335 -0.520 -0.1593
C 2.868 -3.665 -4.520 0.222 0.004 0.011 -0.2061
H -0.356 0.580 -3.068 -0.035 0.006 0.023 0.0637
H -0.477 3.579 2.280 -0.130 0.140 0.059 0.0816
H 3.665 -3.247 -5.144 -0.027 0.009 -0.017 0.1241
H -4.668 2.585 2.264 -0.059 0.170 -0.099 0.0801
H 3.507 3.034 3.044 0.235 0.051 -0.056 0.1132
H 1.973 -1.753 -4.222 0.034 0.002 -0.012 0.1245
H 2.600 -3.982 -1.480 -0.009 -0.019 -0.084 0.0863
H 1.814 -2.515 -0.855 0.067 0.062 0.082 0.0656
H 2.909 -6.454 -2.818 0.046 -0.005 -0.027 0.0883
H -0.855 -0.569 3.207 -0.162 0.287 0.239 0.0735
H -4.768 1.037 3.111 -0.291 -0.094 0.026 0.0775
H -0.094 -2.431 2.175 0.175 -0.030 0.131 0.1132
H 1.619 4.215 2.682 -0.080 0.139 0.147 0.1098
H -3.386 1.799 -1.236 0.011 0.312 -0.024 0.1260
H 1.158 2.043 -0.367 -0.082 0.009 -0.050 0.0747
H 3.167 1.811 1.856 -0.023 -0.411 0.016 0.1058
H 2.497 1.892 4.555 -0.082 -0.066 -0.333 0.0997
H -2.378 0.385 -0.862 -0.117 -0.086 0.228 0.1128
H -2.863 -0.092 2.209 -0.048 -0.190 0.011 0.1296
H 1.485 0.919 0.753 -0.058 -0.117 0.022 0.0642
H -2.289 1.724 -3.556 -0.325 0.168 -0.175 0.1142
H 1.526 -5.493 -3.373 -0.005 0.021 0.001 0.0823
H 3.168 -2.176 -2.987 0.040 -0.047 -0.002 0.1275
H -3.097 1.201 1.100 0.018 0.090 -0.297 0.0926
H 0.086 2.200 3.140 0.058 -0.297 0.120 0.0789
H 2.070 -4.011 -5.183 -0.047 0.001 0.025 0.1259
H -2.380 2.821 2.876 0.545 0.110 0.382 0.0733
H -3.252 0.267 -3.167 -0.269 0.103 -0.111 0.1102
H 2.481 -6.442 -4.542 -0.055 -0.009 0.008 0.0873
H 0.878 -4.004 -1.062 -0.022 0.045 -0.004 0.0918
H -4.587 2.508 4.052 -0.259 0.279 0.065 0.0579
H 1.885 3.588 1.104 -0.056 0.032 -0.350 0.0801
H -0.746 -1.636 0.740 0.139 -0.084 -0.314 0.1139
H 0.640 0.139 2.603 0.055 0.257 0.401 0.1053
H -1.121 -0.734 -2.536 -0.022 -0.064 -0.098 0.0630
H -2.194 2.896 0.441 -0.116 0.021 0.036 0.0999
```
Forces are in eV/Å.

The calculation puts the frontier orbital gap at 9.11 eV. The HOMO energy is -8.61 eV. For the total energy, the calculation gives -115116.2865 eV. The SMILES is C[C@@H](Br)CN(CCF)[C@](N)(CCCO)[C@@H](Cl)OCCN.COCCOC.